ORCA calculation (wB97M-V/def2-TZVPD) on a cluster of 9 separate species, C43H110N6O14 in total.

Each line ends with the Löwdin charge.
Geometry (Å):
H -17.82619 -25.66674 -1.75698  0.08
H -6.19055 -22.19688 9.60416  0.10
H -15.77090 -25.29779 -5.97394  0.12
H -6.66711 -18.67012 1.51242  0.07
H -6.80969 -21.41921 4.89844  0.08
H -6.47226 -11.76784 1.64708  0.09
C -10.41209 -18.05906 0.83451  -0.13
C -1.77963 -25.29492 -1.67819  -0.22
H -18.79778 -22.78426 3.25057  0.08
H 0.50392 -16.24956 -3.56972  0.11
H -16.30777 -14.45366 3.92360  0.08
H -0.69505 -17.14408 2.42052  0.08
C 1.74275 -28.63936 -2.75157  -0.23
H -3.16427 -12.03360 7.87862  0.12
H -9.19178 -17.20884 2.97527  0.12
H -16.86706 -27.13988 -1.51963  0.09
H -5.02066 -11.71007 4.67547  0.09
C -5.91756 -21.81876 7.44781  -0.22
N -6.92820 -15.81342 3.11232  0.02
H -10.91316 -17.11867 0.60494  0.09
H 2.46191 -14.96316 -7.55932  0.09
C -17.49747 -24.20579 -5.31900  -0.22
H -0.30009 -25.15694 -3.25077  0.11
H -14.76283 -22.35834 -2.88700  0.08
N -4.40556 -11.21557 5.30572  -0.05
H -5.69391 -10.75884 7.07865  0.11
H -16.36649 -22.09448 3.51455  0.14
C -7.51858 -21.80966 5.62859  -0.12
H -10.75929 -18.51774 1.76034  0.09
O -15.97432 -14.05715 6.39959  -0.07
O -17.50097 -20.66414 4.40647  -0.09
O -18.12585 -27.18613 -3.10090  -0.20
H -18.02184 -24.22750 -4.36366  0.11
H -1.54252 -26.02338 -3.73844  0.11
C -8.41109 -16.71359 8.98132  -0.12
H -2.60277 -25.93034 -1.35141  0.11
H 1.92986 -28.81609 -1.69239  0.12
C -13.80371 -15.28084 6.00738  -0.07
C -5.66400 -21.52222 8.92911  -0.14
C -3.50484 -15.64298 -4.24549  -0.18
H -0.25344 -27.31783 -1.40881  0.10
C -4.34382 -9.78894 4.89238  -0.19
H -7.46499 -22.89817 5.60880  0.08
C -4.82143 -11.32928 6.76010  -0.18
H -3.13285 -9.35449 9.74594  0.08
H 1.88581 -29.97065 -4.82887  0.09
H -17.01251 -19.31832 2.22305  0.07
H -2.84693 -10.92880 10.15928  0.08
H -1.12293 -14.28965 -4.94850  0.08
C -0.93673 -25.93858 -2.83627  -0.19
C -4.05941 -13.62246 -5.61522  -0.13
O -1.76258 -15.00704 3.45705  -0.07
H -14.85697 -15.12044 3.41233  0.08
C -0.38764 -14.43095 1.74022  -0.07
H -15.77476 -15.96227 5.68915  0.14
H -18.17059 -20.03861 4.12022  0.07
H -15.99231 -22.86593 -6.09489  0.11
H -18.14456 -24.21109 -6.19612  0.12
C -15.25521 -14.48692 4.20489  -0.09
H -0.66975 -13.40216 1.51634  0.07
H -13.20844 -14.49307 5.54565  0.08
C -0.41812 -15.04778 3.12241  -0.49
H -6.50460 -17.82503 10.24377  0.10
H -14.44202 -22.27716 -4.60123  0.08
H -1.87346 -23.25635 -0.27941  0.09
H -4.77692 -11.28018 1.32206  0.08
H -13.50745 -16.25595 5.62078  0.09
H -3.07119 -13.25438 -5.89098  0.07
H 3.63022 -29.66620 -5.15850  0.09
C -3.69722 -11.08767 7.78219  -0.24
H -1.87773 -14.16620 3.90574  0.09
H -8.77713 -17.35558 9.78255  0.08
H -19.25665 -27.46446 -4.75438  0.12
H -1.90537 -16.13545 -5.74632  0.11
H -5.14638 -9.32302 5.46416  0.10
H -0.45492 -17.08483 4.07647  0.07
H -16.44023 -25.89336 -2.73469  0.07
H -17.51335 -22.07450 -5.87973  0.12
C -18.39518 -22.02748 2.57729  -0.08
H 1.15564 -29.54376 -2.91107  0.10
C -7.28937 -16.71732 2.11073  -0.46
H -7.07749 -16.10492 4.06773  0.08
H -3.37759 -9.32784 5.09700  0.11
H -3.46779 -15.04210 -3.33682  0.12
H -4.70738 -13.19128 -6.37831  0.08
H -18.05019 -22.63867 1.74331  0.07
C -4.63242 -9.57838 3.35471  -0.22
H -14.91217 -13.46178 4.06511  0.08
H -5.69790 -22.86839 7.25258  0.11
H 0.62629 -14.42830 1.34019  0.07
H -4.34344 -19.00149 8.76498  0.10
H 0.90981 -16.79381 3.00500  0.07
H -14.87742 -23.83374 -3.83723  0.07
H 0.86047 -27.57559 -4.32125  0.11
H -5.87833 -10.20411 0.99952  0.08
H 1.28309 -13.86682 -8.23348  0.09
C -6.47419 -17.97700 2.33125  -0.06
C -15.19765 -15.04052 5.61549  -0.48
H -9.15830 -16.72194 8.18779  0.08
H -19.11400 -25.78535 -4.22390  0.10
C -17.25453 -26.44414 -2.26388  -0.11
O -4.39112 -10.85125 8.96957  -0.22
H 0.13308 -14.56487 3.92931  0.14
H -17.80961 -26.75058 -6.51928  0.10
H -15.68367 -13.15708 6.23520  0.07
H -8.46286 -15.64879 9.20855  0.08
H -1.92138 -17.02607 -4.24921  0.12
C -0.14483 -16.57083 3.16667  -0.06
H -9.36757 -15.90811 1.90453  0.12
O -9.09507 -17.66364 0.90954  -0.18
H 0.97100 -15.50409 -8.47317  0.09
C -17.44052 -26.57588 -5.50865  -0.18
C 0.27683 -15.50450 -4.33223  -0.17
H -4.21202 -10.16694 11.00576  0.09
H -16.77769 -27.41155 -5.28415  0.11
H -6.47144 -18.48312 3.29660  0.08
O -4.26494 -14.96355 -5.26157  -0.19
O 0.71545 -14.76014 -6.54063  -0.19
H 2.46653 -28.39721 -5.46021  0.08
H 0.90206 -14.61475 -4.25786  0.11
H -4.99957 -8.55240 3.38071  0.11
H -5.43619 -17.74627 2.09159  0.07
C 1.39404 -14.82751 -7.73062  -0.14
C -16.85997 -22.82589 -5.43635  -0.22
H -6.98440 -16.22072 1.18960  0.14
C -3.68639 -10.24158 10.05379  -0.09
O -16.41747 -22.37600 -4.17718  -0.19
O 2.97339 -28.80377 -3.49775  -0.18
H -5.65807 -19.07290 7.53578  0.10
H -10.61239 -18.84786 0.10940  0.09
C -17.14483 -21.40621 3.18503  -0.42
H -2.42492 -24.48946 -2.02881  0.11
C 0.87519 -27.47332 -3.23616  -0.20
H -7.10656 -19.95405 8.79510  0.07
C -8.84990 -16.86258 1.99991  -0.22
H -3.72344 -9.62207 2.75477  0.12
N -6.20811 -20.08064 9.23878  -0.07
H -5.09955 -21.34410 6.90591  0.11
C -18.55867 -26.70704 -4.39764  -0.17
H -19.17524 -21.39048 2.16033  0.08
H -4.04404 -16.54604 -3.95941  0.11
O -7.23740 -21.45210 6.95354  -0.19
H -2.43256 -24.47306 0.83831  0.08
N -0.37350 -27.26425 -2.41021  -0.03
C -15.06932 -22.76087 -3.85248  -0.09
H 0.10457 -16.72128 -6.10496  0.11
C 0.75206 -15.92050 -5.74773  -0.24
C -16.58456 -20.31993 2.18176  -0.06
H -5.10529 -12.35447 6.99781  0.11
H 1.56143 -26.64219 -3.07375  0.11
H -2.97284 -10.29748 7.58484  0.12
O -7.27993 -17.36885 8.39632  -0.23
C -5.41849 -18.95144 8.59217  -0.15
H -4.29415 -13.07286 -4.70366  0.08
N -16.63641 -25.35684 -5.45672  -0.08
H -13.75386 -15.25537 7.09594  0.09
H -5.93177 -15.93343 2.99908  0.07
H -0.86348 -23.80496 1.20112  0.09
H -1.05623 -14.93983 1.04587  0.08
C 2.69248 -29.23800 -4.80439  -0.13
C -5.73038 -10.97649 1.75426  -0.08
C -2.07590 -16.03443 -4.67449  -0.22
H -5.38608 -16.81479 9.40531  0.10
H -15.57313 -20.06873 2.50115  0.06
O -5.76859 -10.35459 3.06727  -0.19
N -1.15874 -15.00208 -4.23347  -0.05
H 1.77752 -16.27272 -5.63618  0.12
C -6.09171 -17.63162 9.25371  -0.14
H -8.50858 -21.53443 5.26494  0.09
O -1.02103 -24.94900 -0.53935  -0.21
H -4.60627 -21.58139 9.18561  0.11
C -1.53581 -24.05544 0.38054  -0.12
H -16.43947 -20.70355 1.17186  0.07

Atoms 1-2, force components in eV/Å:
-0.20 0.09 0.33
-0.15 0.02 -0.15

Its spin multiplicity is 1. As for the orbital gap: 8.854 eV. The calculation puts the LUMO energy at 0.368 eV. Its molecular weight is 935.4 Da. Its SMILES is COC[C@H](C)N.COCCNCCOC.COCCNCCOC.COCCNCCOC.COCCNCCOC.COCCNCCOC.CC(C)O.CC(C)O.CC(C)O. The calculation puts the relative energy (zero: lowest compared OMol25 entry of this formula, charge and spin) at 219.6 kcal/mol.